No. 1
Computed, not measured: one molecule with the formula C5H8O at a distorted geometry, with ωB97M-V/def2-TZVPD.

XYZ file:
```
14
C5H8O (ωB97M-V/def2-TZVPD)
O 0.36 -2.59 -0.64
C -0.87 -0.49 -0.48
C 1.31 1.15 1.00
C 0.36 -1.25 -0.65
C -0.88 0.96 -0.22
C 0.10 1.61 0.54
H -0.55 -2.92 -0.72
H -1.76 1.50 -0.54
H 1.84 1.72 1.75
H -0.16 2.62 0.84
H 1.35 -0.84 -0.76
H -1.29 -0.94 0.45
H 1.79 0.23 0.69
H -1.60 -0.76 -1.27
```

M: 84.1 g mol⁻¹
E: -270.4080 a.u.

***

No. 2
Computed, not measured: a 2-piece molecular cluster, C5H8O overall, with ωB97M-V/def2-TZVPD.

XYZ file:
```
14
C5H8O (ωB97M-V/def2-TZVPD)
O 2.30 -1.04 -0.18
C -1.07 -0.75 -1.48
C 0.54 1.70 1.17
C -1.84 -1.22 -0.50
C 1.69 -0.35 0.61
C 1.00 0.88 0.23
H 0.06 2.63 0.90
H 0.89 1.08 -0.83
H -1.44 -0.03 -2.21
H 0.62 1.44 2.23
H 1.60 -0.63 1.68
H -1.47 -1.89 0.26
H -2.87 -0.89 -0.34
H 0.00 -0.94 -1.54
```

M: 84.1 g mol⁻¹
E: -270.4768 a.u.

***

No. 3
Computed, not measured: C5H8O as an isolated structure at a distorted geometry, with ωB97M-V/def2-TZVPD.

XYZ file:
```
14
C5H8O (ωB97M-V/def2-TZVPD)
O 1.48 0.62 -0.38
C -0.93 0.10 -0.95
C -0.42 0.32 0.96
C 0.19 1.22 -0.14
C -0.48 -0.82 0.03
C 1.14 -0.87 -0.08
H 1.68 -1.43 -1.02
H 0.33 2.41 -0.03
H 1.69 -0.97 0.92
H -1.97 0.31 -0.82
H -0.86 -1.75 0.41
H 0.50 0.29 1.66
H -0.95 -0.07 -1.88
H -1.40 0.65 1.33
```

M: 84.1 g mol⁻¹
E: -270.3801 a.u.

***

No. 4
Computed, not measured: one molecule with the formula C5H8O at a distorted geometry, with ωB97M-V/def2-TZVPD.

XYZ file:
```
14
C5H8O (ωB97M-V/def2-TZVPD)
O 1.26 0.89 0.44
C -0.54 -0.86 0.12
C -1.13 0.48 0.58
C 0.22 -0.57 -1.18
C 1.44 0.03 -0.54
C 0.12 1.17 1.03
H 0.23 1.63 2.00
H 0.45 -1.51 -1.70
H -1.68 1.04 -0.20
H 2.45 -0.01 -0.91
H -0.27 0.11 -1.89
H 0.47 -1.09 0.64
H -1.83 0.39 1.43
H -1.21 -1.71 0.19
```

M: 84.1 g mol⁻¹
E: -270.4032 a.u.

***

No. 5
Computed, not measured: C5H8O as an isolated structure at a distorted geometry, with ωB97M-V/def2-TZVPD.

XYZ file:
```
14
C5H8O (ωB97M-V/def2-TZVPD)
O 0.12 1.50 1.07
C -0.70 -1.12 -0.82
C -1.53 -0.42 -0.16
C 1.25 -0.65 -0.75
C 1.69 0.35 0.14
C -1.08 1.04 0.99
H 2.10 0.08 1.11
H -0.54 -1.93 -1.52
H 1.22 -0.37 -1.80
H -1.47 0.52 1.89
H 1.86 1.36 -0.19
H -2.60 -0.38 0.04
H -1.83 1.70 0.52
H 1.52 -1.68 -0.51
```

M: 84.1 g mol⁻¹
E: -270.3395 a.u.

***

No. 6
Computed, not measured: one molecule with the formula C5H8O, with ωB97M-V/def2-TZVPD.

XYZ file:
```
14
C5H8O (ωB97M-V/def2-TZVPD)
O 1.52 0.93 -1.41
C 1.97 -0.37 -1.71
C 0.15 0.96 -1.14
C -1.17 -0.07 0.88
C -0.34 0.28 0.07
C -2.41 -0.25 1.63
H 3.02 -0.29 -1.99
H 1.87 -1.04 -0.84
H -2.50 0.49 2.43
H -0.12 2.02 -1.05
H -2.57 -1.25 2.03
H -0.42 0.54 -1.98
H 1.40 -0.81 -2.55
H -3.19 -0.06 0.89
```

M: 84.1 g mol⁻¹
E: -270.4571 a.u.

***

No. 7
Computed, not measured: C5H8O as an isolated structure, with ωB97M-V/def2-TZVPD.

XYZ file:
```
14
C5H8O (ωB97M-V/def2-TZVPD)
O 1.03 0.39 -0.11
C -1.17 0.81 -0.88
C -0.36 2.07 -0.87
C -0.05 -1.28 0.57
C 1.38 -0.73 0.71
C -0.36 0.19 0.25
H 1.60 -0.39 1.72
H -2.19 1.02 -0.55
H -0.15 -1.94 -0.30
H 0.37 2.00 -1.70
H -0.61 0.72 1.18
H 2.22 -1.30 0.30
H -1.17 0.17 -1.78
H -0.52 -1.72 1.46
```

M: 84.1 g mol⁻¹
E: -270.3493 a.u.

***

No. 8
Computed, not measured: one molecule with the formula C5H8O, with ωB97M-V/def2-TZVPD.

XYZ file:
```
14
C5H8O (ωB97M-V/def2-TZVPD)
O 0.98 -1.26 1.12
C 1.08 0.77 -0.29
C 0.82 -0.72 -0.23
C -0.07 1.42 -0.07
C -0.67 -0.84 -0.53
C -1.20 0.45 0.09
H -2.17 0.79 -0.30
H -0.89 -0.88 -1.60
H -0.18 2.49 0.10
H -1.25 0.21 1.16
H -1.06 -1.74 -0.05
H 1.47 -1.33 -0.87
H 1.08 -0.58 1.82
H 2.07 1.21 -0.34
```

M: 84.1 g mol⁻¹
E: -270.5215 a.u.

***

No. 9
Computed, not measured: one molecule with the formula C5H8O, with ωB97M-V/def2-TZVPD.

XYZ file:
```
14
C5H8O (ωB97M-V/def2-TZVPD)
O -1.06 1.75 -0.36
C 0.29 -1.31 -0.59
C -0.65 0.65 0.44
C 1.33 -0.59 -0.17
C -1.03 -0.71 -0.19
C 0.89 0.61 0.63
H 1.32 1.56 0.29
H -1.58 -1.35 0.52
H 0.36 -2.26 -1.12
H -1.72 -0.54 -1.03
H -0.54 1.73 -1.18
H -1.16 0.79 1.40
H 2.38 -0.83 -0.34
H 1.18 0.49 1.69
```

M: 84.1 g mol⁻¹
E: -270.5300 a.u.

***

No. 10
Computed, not measured: one molecule with the formula C5H8O at a distorted geometry, with ωB97M-V/def2-TZVPD.

XYZ file:
```
14
C5H8O (ωB97M-V/def2-TZVPD)
O 0.47 2.36 -0.60
C -0.04 0.13 -0.06
C -0.47 -1.19 -0.68
C -0.37 1.49 -0.69
C -1.09 -0.75 0.60
C 1.34 0.19 0.58
H -0.79 -1.27 1.52
H 2.10 0.46 -0.16
H 0.25 -2.01 -0.66
H 1.63 -0.76 1.03
H -1.20 1.96 -1.25
H -1.07 -1.15 -1.58
H -2.12 -0.42 0.59
H 1.37 0.96 1.36
```

M: 84.1 g mol⁻¹
E: -270.4993 a.u.

***

No. 11
Computed, not measured: one molecule with the formula C5H8O, with ωB97M-V/def2-TZVPD.

XYZ file:
```
14
C5H8O (ωB97M-V/def2-TZVPD)
O 0.92 0.92 1.54
C 0.50 0.08 0.24
C -0.69 0.76 -0.26
C -1.31 -0.67 -0.44
C -0.13 -1.28 0.37
C 0.61 0.79 -1.05
H 1.72 1.45 1.38
H 0.42 -2.14 -0.02
H 1.14 1.74 -1.07
H -1.34 -1.02 -1.48
H 0.07 1.48 1.30
H -0.42 -1.48 1.41
H 0.81 0.18 -1.94
H -2.30 -0.81 0.00
```

M: 84.1 g mol⁻¹
E: -270.3349 a.u.

***

No. 12
Computed, not measured: one molecule with the formula C5H8O, with ωB97M-V/def2-TZVPD.

XYZ file:
```
14
C5H8O (ωB97M-V/def2-TZVPD)
O -0.43 0.59 1.84
C -2.06 0.33 0.12
C 1.26 0.27 -0.90
C -0.69 0.13 0.75
C 1.77 -0.47 0.30
C 0.33 -0.59 -0.08
H -2.11 -0.08 -0.90
H -0.03 -1.50 -0.55
H 1.14 1.35 -0.83
H 1.53 -0.09 -1.88
H 1.97 0.10 1.20
H -2.27 1.41 0.08
H 2.43 -1.32 0.13
H -2.84 -0.14 0.73
```

M: 84.1 g mol⁻¹
E: -270.5233 a.u.